128
Properties=species:S:1:pos:R:3:forces:R:3:lowdin_charge:R:1 method="wB97M-V/def2-TZVPD" energy_ha=-3316.65556 charge=+2 e_homo_ha=-0.4450
Hf -4.4807 -1.1553 -2.8315 9.7 4.2 4.7 2.249
C -1.1560 0.0145 0.2346 1.1 0.6 -1.0 -0.017
C -1.2464 -0.3145 -1.2966 0.0 0.2 0.5 -0.250
O -2.5537 -0.7689 -1.6042 -5.3 -1.4 -2.4 -0.282
H -0.1191 0.3334 0.3891 0.3 -0.5 -0.2 0.083
H -1.3436 -0.8304 0.8921 -0.3 0.0 -0.1 0.063
H -1.6225 0.9559 0.5205 -0.8 -0.4 -0.2 0.052
H -0.5571 -1.0999 -1.6122 0.1 -0.2 0.4 0.106
H -1.0105 0.5624 -1.9066 -0.2 0.2 0.2 0.098
C -4.4728 2.7444 0.0941 -0.1 -1.4 -0.4 -0.646
F -5.7439 2.4230 0.2544 -0.4 0.3 0.3 0.160
F -4.2263 3.9837 0.4233 -0.1 -0.1 -0.6 0.216
F -3.7258 1.9443 0.8592 -0.1 0.0 -0.2 0.134
S -4.1118 2.3696 -1.7596 2.5 6.3 0.1 0.629
O -2.6566 2.4964 -1.7963 -1.9 -1.7 0.4 -0.296
O -4.6211 1.0023 -2.0929 -1.5 -4.9 -1.6 -0.463
O -4.7635 3.4402 -2.4954 -0.1 -2.2 0.8 -0.224
C 1.5654 -0.7115 5.2079 -0.7 0.0 -0.2 -0.080
O 0.1812 -0.4319 5.1047 -0.7 0.2 1.0 -0.207
C -0.2558 0.4313 4.0777 0.3 -0.5 -0.2 -0.219
C -1.5705 1.0917 4.4970 0.4 -0.4 -0.8 -0.188
N -2.6129 0.0709 4.6026 0.7 -0.4 0.8 -0.049
C -3.8518 0.5283 5.2167 -1.4 -0.9 -0.2 -0.218
C -3.7609 0.9336 6.6716 -0.1 0.5 0.1 -0.216
O -3.2513 -0.0828 7.5093 0.5 -0.2 -0.3 -0.174
C -4.1506 -1.0921 7.8903 -1.5 0.4 0.1 -0.111
H 1.7573 -1.2417 6.1393 -0.3 0.0 0.0 0.093
H 2.1098 0.2336 5.2497 0.4 -0.2 -0.4 0.092
H 1.7946 -1.3977 4.3883 0.8 0.3 -0.1 0.083
H -0.3881 -0.1929 3.1842 -0.3 0.1 -0.3 0.102
H 0.5159 1.1650 3.8240 0.0 0.3 0.2 0.115
H -1.8925 1.7586 3.6941 0.3 0.5 0.4 0.095
H -1.3445 1.5624 5.4565 -0.2 0.6 -0.2 0.125
H -2.1744 -0.4875 5.3369 -0.4 -0.8 -0.2 0.103
H -4.5863 -0.2857 5.1838 0.3 -0.5 0.0 0.101
H -4.4172 1.2237 4.5902 0.6 0.7 0.1 0.121
H -4.7431 1.2466 7.0367 -0.1 0.1 -0.1 0.129
H -3.0788 1.7826 6.7349 0.0 0.0 0.4 0.117
H -4.7203 -1.5613 7.0800 0.9 -0.4 -0.5 0.078
H -5.0241 -0.7000 8.4288 0.3 0.5 0.6 0.088
H -3.6550 -1.8023 8.5450 0.2 -0.1 -0.3 0.095
C -1.2197 -3.7592 2.4948 -0.3 -0.7 0.3 -0.091
O -0.8470 -4.5208 1.3411 0.4 0.6 0.2 -0.221
C 0.4519 -5.1143 1.4887 -0.6 -0.7 -1.4 -0.184
C 0.7515 -5.9508 0.1922 -1.3 0.3 0.0 -0.167
N 1.1299 -5.1304 -0.9729 0.5 0.1 1.1 -0.055
C 0.0660 -4.4472 -1.7214 1.1 0.9 0.6 -0.216
C -0.5685 -5.3640 -2.7302 0.2 -0.5 -0.3 -0.184
O -1.4391 -4.6479 -3.6482 0.8 -0.1 1.4 -0.234
C -1.5844 -5.3706 -4.8434 -1.6 -0.4 -1.2 -0.110
H -1.7660 -4.4465 3.1444 -0.1 0.2 0.3 0.097
H -1.8612 -2.9141 2.2461 -0.1 -0.2 -0.4 0.050
H -0.3916 -3.3567 3.0824 0.3 -0.1 -0.3 0.086
H 0.5009 -5.7682 2.3617 -0.1 0.0 0.1 0.125
H 1.1663 -4.2943 1.6061 0.3 -0.1 0.0 0.118
H -0.1286 -6.4866 -0.1718 -0.2 -0.3 0.8 0.111
H 1.5078 -6.7040 0.4095 0.2 0.2 -0.1 0.118
H 1.6662 -4.4413 -0.4554 0.4 0.6 -1.1 0.099
H 0.5905 -3.6565 -2.2661 0.1 -0.2 -0.4 0.115
H -0.5647 -3.8471 -1.0538 -0.8 -0.6 0.0 0.098
H -1.0918 -6.2339 -2.3229 -0.4 0.3 0.4 0.130
H 0.2224 -5.8564 -3.3004 0.3 0.4 -0.1 0.135
H -0.8873 -5.1971 -5.6674 0.3 0.9 0.4 0.102
H -2.6052 -5.0878 -5.1167 0.2 -0.3 -0.8 0.086
H -1.5664 -6.4630 -4.7918 -0.1 0.0 0.9 0.103
C 1.9688 -0.6564 -4.2267 0.0 0.6 -0.3 -0.123
O 2.5285 -1.4200 -5.2804 -0.2 -0.4 1.4 -0.177
C 3.6911 -2.1663 -4.8443 1.1 -0.4 -1.2 -0.202
C 4.9012 -1.5666 -5.5807 0.5 -0.7 1.2 -0.214
N 5.3094 -0.3118 -4.8954 -1.3 -1.0 -1.2 -0.060
C 6.1470 0.4558 -5.8369 -0.8 -0.2 1.5 -0.196
C 6.8917 1.5609 -5.0789 0.7 -0.1 -1.8 -0.190
O 7.7841 1.9532 -6.1234 0.1 0.1 0.1 -0.213
C 8.2337 3.2760 -6.1341 0.5 0.3 0.7 -0.118
H 1.2037 -1.1308 -3.5990 0.4 -0.8 0.2 0.061
H 1.3944 0.1865 -4.6222 0.4 0.2 -0.5 0.082
H 2.8010 -0.2740 -3.6359 -0.4 0.2 0.5 0.075
H 3.5721 -3.2282 -5.0672 -0.3 0.1 -0.6 0.114
H 3.9577 -2.2093 -3.7850 -0.7 0.8 0.3 0.122
H 4.6427 -1.4448 -6.6360 0.0 0.1 -0.1 0.121
H 5.7759 -2.2149 -5.4876 -0.2 -0.4 -0.3 0.122
H 4.3696 0.0676 -4.8259 0.4 1.3 0.2 0.071
H 5.5743 0.8271 -6.6907 0.0 0.4 0.1 0.126
H 6.8303 -0.2634 -6.2886 0.5 0.2 0.3 0.122
H 7.4305 1.2144 -4.1942 0.0 -0.3 -0.1 0.121
H 6.2869 2.4093 -4.7449 -0.4 0.0 -0.3 0.114
H 7.4228 3.9738 -5.9046 -0.1 0.1 -0.3 0.084
H 8.7037 3.4825 -7.0942 -0.3 0.0 -0.1 0.090
H 9.0137 3.4513 -5.3838 0.0 -0.1 0.2 0.086
C 2.8329 2.0314 -0.8132 1.3 -0.5 0.5 -0.112
O 1.5688 2.5822 -0.5779 -1.2 -0.1 0.2 -0.246
C 1.4332 3.1988 0.7353 2.4 0.4 -1.5 -0.169
C 0.0353 3.6555 1.0531 -0.2 -1.6 0.7 -0.203
N 0.0148 4.5216 2.2101 -0.2 -0.2 1.1 -0.035
C -1.2938 4.5909 2.8740 -0.6 0.3 -0.3 -0.205
C -1.1040 5.2242 4.2489 -0.2 0.0 -0.4 -0.206
O -0.1666 4.4519 4.9913 -0.6 0.5 -0.4 -0.200
C 0.4750 5.2405 5.9492 1.3 0.6 0.7 -0.122
H 3.0026 1.0629 -0.3271 -0.6 -0.2 0.0 0.089
H 3.6601 2.6098 -0.3892 -0.2 0.6 -0.2 0.096
H 3.0462 1.8988 -1.8725 -0.4 0.2 -0.1 0.088
H 2.1829 3.9940 0.6815 -0.3 0.5 0.4 0.133
H 1.8641 2.4792 1.4376 -0.5 0.0 0.4 0.124
H -0.3930 2.6815 1.3426 -0.9 0.0 -0.2 0.094
H -0.5322 4.0507 0.2113 0.3 0.2 -0.1 0.132
H 0.4686 4.0384 2.9853 1.1 0.1 -0.4 0.101
H -1.7682 3.6057 2.9654 0.1 -0.1 0.0 0.084
H -1.9745 5.1932 2.2714 -0.1 0.2 0.1 0.120
H -2.0117 5.3242 4.8487 -0.3 -0.2 -0.3 0.130
H -0.7668 6.2448 4.0462 0.5 0.0 0.3 0.126
H 1.0203 6.0816 5.5061 0.2 -0.3 -0.4 0.093
H 1.1811 4.5968 6.4727 0.0 0.1 0.0 0.093
H -0.1177 5.7692 6.7039 -0.8 -0.6 -0.1 0.093
O -4.1131 -1.6395 2.2875 0.0 -0.1 -0.6 -0.082
H -4.0424 -2.1490 3.1005 0.0 0.1 0.1 0.035
H -3.4014 -0.9913 2.3504 0.0 0.1 0.5 -0.003
O -2.6469 -0.7582 -4.3915 -1.9 -1.0 0.3 -0.087
H -2.5280 -1.2379 -5.2262 0.0 -0.1 -0.1 0.111
H -2.2648 0.1417 -4.5616 -0.1 1.2 0.3 0.062
O -3.6190 -3.3043 -2.1924 -1.2 1.0 -0.8 -0.097
H -3.5095 -3.5972 -1.2719 -0.1 0.2 0.2 0.117
H -2.9119 -3.7833 -2.6997 0.5 -0.2 -0.5 0.078
O -0.2743 2.9954 -2.6436 0.1 -0.5 0.0 -0.073
H 0.3857 2.8366 -1.9419 0.0 0.2 -0.1 0.017
H -1.1442 2.8237 -2.2394 0.7 0.4 -0.1 -0.038
O -1.7039 1.9053 -4.7108 -0.3 -1.3 -0.3 -0.046
H -0.8757 1.7905 -4.2237 0.3 0.7 0.2 0.028
H -2.0094 2.7841 -4.4561 0.0 0.0 0.0 0.069

23
Properties=species:S:1:pos:R:3:forces:R:3:lowdin_charge:R:1 method="wB97M-V/def2-TZVPD" energy_ha=-1818.15897 charge=-2 e_homo_ha=0.0304
O -1.5268 0.1549 2.6454 3.1 2.3 -4.2 -0.437
P -0.7223 0.8749 1.4498 -3.9 -1.8 3.1 0.777
O -1.7429 0.9874 0.0125 2.9 -1.1 3.2 -0.219
O -0.3369 2.4842 2.0752 0.2 -2.5 -0.9 -0.250
C 0.9176 -0.0261 1.0181 1.0 -0.3 0.0 -0.278
C 1.1077 -0.6015 -0.5408 3.3 0.6 1.4 -0.185
C 2.4798 -1.4906 -0.1875 -1.3 1.5 -2.6 -0.817
I 4.1395 -1.9889 -1.5325 -1.7 0.4 1.3 0.490
N 2.4972 -1.9466 1.1370 0.0 -0.4 3.0 -0.151
C 1.2017 -1.4705 1.7561 -1.7 -1.5 -1.3 -0.273
F 0.9696 -1.6161 3.2115 1.5 0.5 -3.1 -0.090
H -1.8837 0.0206 -0.2802 0.2 2.0 0.2 0.087
H 0.0804 2.3619 2.9787 -0.9 -0.3 -1.6 0.070
H 1.8062 0.7073 1.2833 -1.8 -1.4 -0.8 0.136
H 0.1991 -1.1899 -0.9990 1.6 1.6 0.8 0.116
H 1.5309 0.3410 -1.0908 -1.5 -2.0 0.3 0.117
H 3.2912 -2.5093 1.5661 -2.1 1.4 -0.7 0.121
H 0.3942 -2.1635 1.2161 1.2 1.3 1.7 0.162
O -2.0011 2.6666 -3.2921 0.1 -0.2 0.4 -0.300
P -2.8803 1.4141 -3.1437 -0.1 0.2 -0.2 -0.157
O -1.9855 0.1816 -2.9341 0.2 -0.2 -0.1 -0.310
O -3.7225 1.2261 -4.4163 -0.1 -0.3 0.3 -0.319
O -3.8129 1.5823 -1.9329 -0.1 0.2 -0.3 -0.293

75
Properties=species:S:1:pos:R:3:forces:R:3:lowdin_spin:R:1 method="wB97M-V/def2-TZVPD" s_squared=6.056 energy_ha=-3681.17091 charge=+1 spin_multiplicity=5 e_homo_ha="-0.3860 / -0.3909"
Mn 0.5372 -0.5718 0.2754 -2.2 0.1 0.9 3.761
O -1.4567 2.5110 1.9366 0.1 -0.2 -0.3 0.018
C -0.9799 1.6719 1.1811 0.1 -0.2 0.2 0.009
N -0.0491 0.7542 1.4840 0.1 0.7 0.4 -0.053
C 0.5070 0.7651 2.8175 0.0 0.2 0.0 0.001
C 1.4571 -0.3821 2.9582 0.0 0.2 0.4 0.003
C 2.3157 -0.4797 4.0449 -0.1 -0.2 -0.2 0.000
C 3.1697 -1.5621 4.1389 -0.1 0.1 -0.2 0.004
C 3.1496 -2.5105 3.1275 -0.2 0.0 0.0 0.000
C 2.2783 -2.3355 2.0683 0.3 -0.5 0.1 0.004
N 1.4416 -1.3014 1.9843 0.2 0.1 0.1 -0.007
C -1.4021 1.4981 -0.2456 -0.3 0.0 -0.4 0.006
C -2.2589 2.3844 -0.8879 0.2 -0.2 0.3 -0.001
C -2.5975 2.1582 -2.2088 0.2 -0.3 0.1 0.005
C -2.0635 1.0404 -2.8394 -0.2 0.1 0.2 0.000
C -1.2321 0.1917 -2.1290 0.1 -0.3 -0.1 0.005
N -0.8975 0.4036 -0.8540 -0.2 1.0 -0.1 -0.011
H -0.2954 0.6928 3.5690 0.2 0.0 -0.1 0.000
H 1.0397 1.7092 2.9885 -0.1 -0.1 0.1 0.000
H 2.3122 0.2892 4.7999 -0.1 0.1 0.1 0.000
H 3.8398 -1.6545 4.9791 0.1 0.0 0.1 0.000
H 3.7937 -3.3735 3.1594 0.1 -0.1 -0.1 0.000
H 2.2510 -3.0591 1.2629 0.0 0.1 0.0 0.000
H -2.6262 3.2346 -0.3352 0.0 0.1 0.1 0.000
H -3.2584 2.8305 -2.7355 0.0 0.1 0.0 0.000
H -2.2951 0.8333 -3.8708 0.0 -0.1 -0.1 0.000
H -0.8267 -0.6978 -2.5910 0.1 0.0 0.0 0.000
C 4.8227 4.6303 -4.1735 0.1 0.0 0.0 0.000
C 4.4548 3.4711 -3.3036 -0.2 -0.1 0.1 0.001
C 4.8769 2.1786 -3.6127 -0.1 -0.1 0.1 0.000
C 4.4934 1.0980 -2.8369 0.1 -0.2 0.0 0.001
C 3.6820 1.3140 -1.7378 -0.4 -0.3 0.4 0.001
C 3.2751 2.5892 -1.3968 -0.1 0.1 0.2 0.001
C 3.6668 3.6614 -2.1740 0.1 -0.1 -0.1 0.000
S 3.0617 -0.0166 -0.7354 0.5 -0.1 -0.9 0.013
O 4.0627 -1.0101 -0.4569 0.4 0.2 -0.2 0.006
O 2.4474 0.5919 0.4414 0.3 0.7 0.1 0.052
N 1.7931 -0.6497 -1.5204 0.6 1.2 0.2 0.073
C 1.6794 -1.9975 -1.4118 0.5 -1.7 -0.8 0.019
C 2.5743 -2.9396 -1.9471 -0.2 -0.1 0.1 0.001
C 2.2942 -4.2750 -1.7731 -0.1 0.2 0.0 0.005
C 1.1373 -4.6536 -1.0879 -0.1 0.1 0.1 0.001
C 0.3215 -3.6771 -0.5650 -0.2 -0.5 0.1 0.003
N 0.5912 -2.3764 -0.7208 0.6 0.1 -0.3 0.013
H 4.7318 4.3556 -5.2226 0.0 0.1 -0.1 0.000
H 5.8527 4.9336 -3.9868 0.1 0.0 -0.1 0.000
H 4.1803 5.4845 -3.9714 0.0 0.0 -0.1 0.000
H 5.5065 2.0157 -4.4742 0.1 0.0 -0.1 0.000
H 4.8177 0.0956 -3.0707 0.1 -0.1 -0.1 0.000
H 2.6603 2.7217 -0.5216 -0.1 0.1 0.1 0.000
H 3.3510 4.6560 -1.9048 -0.1 0.2 0.0 0.000
H 3.4624 -2.5947 -2.4487 0.0 0.0 -0.1 0.000
H 2.9550 -5.0320 -2.1696 0.1 0.0 0.0 0.000
H 0.8915 -5.6924 -0.9520 -0.1 -0.1 0.0 0.000
H -0.5674 -3.9175 0.0068 0.0 0.1 0.0 0.000
C -5.9701 -1.8173 -0.1291 0.1 0.3 0.0 0.000
C -5.0209 -0.6522 -0.3981 -0.4 -0.1 0.1 0.000
N -3.6666 -0.9666 0.0139 -0.1 0.2 -0.2 0.006
C -3.1144 -0.8988 1.2278 0.8 -0.8 0.0 0.012
S -1.6807 -1.8161 1.4756 -0.1 -0.3 0.1 0.039
N -3.5704 -0.2300 2.2758 -0.1 0.2 0.3 0.009
C -4.8065 0.4774 2.5665 -0.3 0.2 -0.1 0.001
C -4.8752 0.7005 4.0693 0.0 0.0 -0.2 0.000
H -6.9754 -1.5636 -0.4521 -0.1 0.0 0.0 0.000
H -5.9926 -2.0527 0.9316 0.0 -0.1 0.1 0.000
H -5.6454 -2.7063 -0.6644 0.0 -0.1 0.0 0.000
H -5.3538 0.2462 0.1184 0.0 0.0 -0.2 0.000
H -4.9853 -0.4453 -1.4686 0.0 0.2 0.1 0.000
H -3.1584 -1.5887 -0.6039 -0.1 0.1 0.3 0.000
H -2.9408 -0.2769 3.0657 0.0 -0.1 -0.2 0.000
H -5.6622 -0.1236 2.2506 0.0 0.1 -0.1 0.000
H -4.8270 1.4436 2.0511 0.0 -0.1 0.0 0.000
H -4.8339 -0.2510 4.5942 0.0 -0.1 0.1 0.000
H -5.8063 1.1943 4.3328 0.0 0.1 0.0 0.000
H -4.0429 1.3194 4.3951 0.1 0.1 0.1 0.000

44
Properties=species:S:1:pos:R:3:forces:R:3:lowdin_spin:R:1 method="wB97M-V/def2-TZVPD" s_squared=12.017 energy_ha=-1758.56208 charge=+1 spin_multiplicity=7 e_homo_ha="-0.3193 / -0.3398"
O -0.1737 2.6967 0.6367 1.5 -0.2 0.3 0.067
H 0.8391 2.6805 0.6777 -2.3 0.2 0.3 0.022
Eu -1.3319 0.1802 0.1176 1.2 -0.3 -0.1 4.842
N -1.5775 -0.5076 -2.3580 -0.1 -1.0 -1.9 0.014
N 0.5284 -1.3056 -1.1166 0.8 -0.8 -1.5 0.051
O -2.5847 0.0991 -3.2028 0.4 -0.4 1.0 0.004
O 1.8187 -1.5690 -0.5813 -0.8 0.1 0.0 0.012
C -0.8210 -1.3637 -3.0427 -1.8 1.6 1.0 0.058
C 0.3685 -1.8177 -2.3355 0.9 0.8 2.3 0.023
C -1.1294 -1.7630 -4.4504 0.2 0.1 -0.2 0.009
C 1.3895 -2.6544 -3.0339 0.2 -0.3 -0.2 0.002
H -2.0213 -1.1935 -4.7577 0.6 -0.5 -0.2 0.000
H -1.3193 -2.8544 -4.5071 0.1 0.6 0.0 0.003
H -0.2672 -1.5280 -5.1102 -0.6 -0.2 0.3 0.003
H 2.1092 -3.0986 -2.3362 -0.3 0.2 -0.2 0.000
H 1.9437 -2.0455 -3.7668 -0.1 -0.1 0.3 0.001
H 0.9083 -3.4655 -3.5972 0.1 0.2 0.1 0.000
H -3.2542 0.4304 -2.5732 0.4 -0.2 -0.3 0.001
H 1.8052 -1.1450 0.2998 -0.2 -0.4 -0.6 0.000
O -1.6391 -2.2251 0.5300 -0.8 -3.0 -0.1 0.001
H -2.4259 -2.8578 0.5402 1.3 1.4 0.1 0.001
H -0.8838 -2.8467 0.3544 -0.8 1.0 0.2 0.000
C 1.9024 2.9978 -0.8769 1.2 0.2 -1.3 0.763
H 1.7621 3.9579 -1.3968 -0.1 -0.5 0.6 0.040
H 2.0573 2.1309 -1.5228 -0.3 0.1 0.2 0.046
H 2.4747 2.9707 0.0450 0.0 0.2 0.0 0.046
O -1.8192 2.0251 -1.2360 0.5 1.6 -1.2 0.000
H -1.2411 2.7356 -0.8505 -0.6 -0.5 -0.1 0.002
H -1.6185 2.0174 -2.1909 -0.3 0.0 0.4 0.000
O -2.1336 1.1361 1.8945 -0.1 0.1 0.5 -0.014
C -1.8450 0.5102 3.0902 0.3 0.2 0.5 0.000
C -0.3364 0.3971 3.3567 -0.4 0.1 0.2 0.000
C 0.1579 0.6469 4.6468 0.6 -0.2 -0.4 0.000
C 1.5416 0.6538 4.8506 -0.4 0.1 -0.5 0.000
C 2.3630 0.4198 3.7399 0.1 -0.4 -0.7 0.000
C 1.7817 0.1203 2.4962 -0.4 0.4 0.7 0.000
N 0.4371 0.1109 2.2997 1.0 0.1 0.1 -0.003
H -0.5846 2.6288 1.5178 0.1 -0.1 -0.1 0.004
H -2.2175 1.1194 3.9372 -0.3 -0.6 -0.1 0.000
H -2.2495 -0.5307 3.1324 -0.1 0.5 0.3 0.000
H -0.5656 0.8445 5.4389 0.4 0.0 -0.1 0.000
H 1.9735 0.8817 5.8267 -0.1 -0.1 -0.3 0.000
H 3.4563 0.4427 3.7992 -0.5 0.0 0.1 0.000
H 2.4217 -0.0629 1.6154 -0.3 0.1 0.6 0.000

22
Properties=species:S:1:pos:R:3:forces:R:3:lowdin_charge:R:1 method="wB97M-V/def2-TZVPD" energy_ha=-437.66774 e_homo_ha=-0.2696
C -2.1212 -0.8077 -0.6955 0.3 0.3 0.1 -0.066
C 1.0082 -0.3939 1.5902 -0.2 0.1 -0.1 -0.055
N -1.2111 -0.0311 0.1445 0.3 0.6 -0.1 -0.048
C 0.5243 -0.6342 0.1799 1.1 0.8 -0.6 -0.388
C 0.8022 -1.7973 -0.4666 -0.2 0.3 -0.1 -0.054
H -1.5459 0.0305 1.1032 0.0 0.1 -0.1 0.145
H -1.8428 -0.6774 -1.7405 0.0 0.0 0.0 0.086
H -2.0261 -1.8644 -0.4432 0.0 0.0 0.0 0.085
H -3.1488 -0.4692 -0.5607 0.0 -0.1 0.0 0.090
H 2.0882 -0.5256 1.6560 0.0 0.0 0.0 0.083
H 0.7564 0.6129 1.9238 0.0 0.0 0.0 0.073
H 0.5400 -1.1122 2.2645 0.0 0.0 0.0 0.088
H 0.4836 -1.9885 -1.4820 0.1 0.1 -0.1 0.028
H 1.4437 -2.5281 0.0015 -0.2 -0.1 0.2 0.037
N 0.7482 0.8241 -0.7040 -1.1 -0.7 0.6 -0.057
N 1.7264 1.8065 -0.4050 -0.2 -0.5 0.2 0.060
C -0.8127 1.4018 -0.3067 0.1 -0.7 0.1 -0.456
O -0.7720 2.2635 0.5941 0.1 -0.2 -0.3 -0.084
H 0.8357 0.5583 -1.6829 0.0 0.0 0.1 0.137
H 2.5223 1.3480 0.0314 0.0 0.0 0.0 0.084
H 1.2733 2.4018 0.2953 -0.1 0.0 0.0 0.073
H -1.2722 1.5822 -1.2972 0.0 0.1 0.1 0.136

10
Properties=species:S:1:pos:R:3:forces:R:3:lowdin_charge:R:1 method="wB97M-V/def2-TZVPD" smiles=N#[N+][O-].N#CN.Cl energy_ha=-794.26406 e_homo_ha=-0.3759
C -0.8877 -0.7522 -0.2655 -1.8 -0.2 2.6 -0.346
N -0.0139 -1.0478 -0.9252 0.9 0.0 -1.8 0.094
N 1.1114 2.1704 -0.3686 -2.5 -1.0 -0.3 -0.307
N -1.8778 -0.3751 0.5492 0.3 4.1 -1.9 0.122
N 0.0630 1.8418 -0.4447 -2.5 -0.2 0.0 0.230
O 2.1991 2.4529 -0.3204 5.0 1.5 0.3 0.162
Cl 1.9865 -2.7291 0.0587 -0.2 1.0 -0.1 0.095
H 1.2266 -1.6071 -0.3746 1.0 -1.7 0.3 -0.252
H -1.7827 0.6904 0.6129 -0.5 -1.7 -0.4 0.116
H -2.0245 -0.6443 1.4782 0.3 -1.6 1.2 0.085

| no. | maximum force (eV/Å) |
| --- | --- |
| 1 | 11.60 |
| 2 | 5.67 |
| 3 | 2.37 |
| 4 | 3.08 |
| 5 | 1.48 |
| 6 | 5.26 |